[1]
37
Properties=species:S:1:pos:R:3:lowdin_charge:R:1 method="wB97M-V/def2-TZVPD" e_tot_ha=-1580.0759 s2=3.775 de_lowest_kj_mol=0.0 gap_ev="3.484 / 3.452" lumo_ev="-19.16 / -19.09" multiplicity=4 total_charge=+4
C -0.31 -0.63 2.93 -0.01
N -0.50 -0.21 1.63 -0.14
N -1.41 0.86 1.68 0.01
C -1.81 1.02 2.95 0.08
C -1.14 0.11 3.76 0.06
B -1.86 1.50 0.36 -0.45
N -0.61 2.16 -0.33 0.05
N 0.53 1.43 -0.66 -0.05
C 1.46 2.28 -1.17 0.06
C 0.90 3.55 -1.21 0.18
C -0.39 3.45 -0.69 0.13
Re 0.38 -0.73 -0.11 1.71
N -2.32 0.38 -0.60 0.01
N -1.44 -0.66 -0.96 -0.13
C -2.13 -1.54 -1.77 0.01
C -3.40 -1.02 -1.95 0.07
C -3.50 0.16 -1.20 0.08
H -1.66 -2.44 -2.13 0.15
H -4.33 0.84 -1.10 0.18
H -4.15 -1.46 -2.56 0.15
H -2.69 2.36 0.54 0.16
H -1.17 4.19 -0.55 0.19
H -2.57 1.75 3.21 0.17
H 1.37 4.45 -1.58 0.18
H -1.26 -0.01 4.83 0.15
H 2.44 1.92 -1.48 0.14
H 0.37 -1.43 3.15 0.14
H 2.99 -1.03 -2.65 0.10
C 3.19 -0.71 -1.60 0.03
H 3.79 0.22 -1.60 0.07
H 2.19 -0.53 -1.01 -0.06
H 3.82 -1.44 -1.06 0.04
O 3.59 -4.58 -0.58 -0.08
Cl 3.27 -3.93 0.72 1.19
O 3.05 -4.95 1.78 -0.06
O 4.39 -3.00 1.09 -0.12
O 0.91 -2.35 -0.07 -0.38



[2]
35
Properties=species:S:1:pos:R:3:lowdin_charge:R:1 method="wB97M-V/def2-TZVPD" e_tot_ha=-2330.0819 s2=3.847 de_lowest_kj_mol=0.0 gap_ev="5.197 / 3.731" lumo_ev="-10.55 / -11.97" multiplicity=4 total_charge=+2
C -0.38 -2.23 1.88 -0.05
N -0.87 -1.26 1.07 -0.03
N -2.25 -1.30 1.18 0.02
C -2.59 -2.22 2.10 0.01
C -1.43 -2.83 2.56 0.01
B -3.09 -0.44 0.21 -0.45
N -2.60 1.02 0.42 0.03
N -1.25 1.31 0.25 -0.05
C -1.09 2.65 0.32 -0.02
C -2.34 3.22 0.61 0.04
C -3.25 2.17 0.67 0.04
Co 0.01 0.02 0.03 0.86
N -2.62 -0.82 -1.22 -0.01
N -1.28 -0.70 -1.52 -0.01
C -1.10 -1.09 -2.79 -0.07
C -2.36 -1.44 -3.34 0.00
C -3.28 -1.26 -2.31 0.00
H -0.13 -1.09 -3.24 0.12
H -4.35 -1.42 -2.28 0.15
H -2.54 -1.79 -4.34 0.11
H -4.27 -0.57 0.38 0.14
H -4.31 2.16 0.88 0.16
H -3.64 -2.39 2.36 0.16
H -2.54 4.26 0.75 0.12
H -1.36 -3.61 3.31 0.13
H -0.13 3.09 0.15 0.11
H 0.68 -2.44 1.91 0.12
H 1.81 1.84 -0.94 0.00
C 2.49 2.32 -0.22 -0.05
H 2.32 3.41 -0.22 0.06
H 2.30 1.89 0.77 0.02
H 3.53 2.16 -0.54 0.05
O 3.52 -1.57 -0.16 0.32
N 2.64 -0.74 -0.25 0.08
O 1.41 -1.17 -0.03 -0.10



[3]
55
Properties=species:S:1:pos:R:3:lowdin_charge:R:1 method="wB97M-V/def2-TZVPD" e_tot_ha=-9286.8554 gap_ev=2.662 lumo_ev=-2.11 total_charge=-1
C -4.91 -2.86 -4.05 -0.13
C -4.41 -1.60 -3.49 -0.70
Br -5.62 -0.14 -3.58 0.89
C -3.23 -1.39 -2.93 -0.85
Br -1.84 -2.69 -2.75 1.00
O -2.94 -0.08 -2.37 -1.06
S -3.19 -0.27 -0.70 0.79
O -3.19 1.02 -0.10 -0.32
O -4.74 -0.92 -0.45 -0.37
H -5.22 -2.78 -5.08 0.08
H -5.76 -3.15 -3.44 0.10
H -4.20 -3.67 -3.98 0.07
H -5.44 -0.50 -0.98 0.06
Mg -3.81 -2.72 -0.27 1.03
N -1.50 -1.58 3.37 -0.64
O -0.49 -2.03 3.91 -0.02
O -2.46 -1.15 4.03 -0.07
O -1.57 -1.55 2.09 -0.14
O -5.56 -4.68 -5.91 -0.41
Cl -5.23 -6.08 -5.70 0.63
O -5.16 -6.31 -4.27 -0.40
O -3.95 -6.37 -6.30 -0.36
O -6.25 -6.91 -6.29 -0.37
Cs -1.25 1.16 -2.56 1.45
N 4.53 2.46 1.83 -0.28
S 3.64 1.35 1.11 0.49
O 4.39 0.28 0.51 -0.30
O 2.50 1.83 0.41 -0.26
F 3.03 0.69 2.39 -0.13
S 5.38 3.30 0.83 0.51
O 6.40 4.04 1.46 -0.26
O 4.68 3.93 -0.24 -0.27
F 6.19 2.08 0.04 -0.34
O 1.41 -2.43 -1.29 -0.40
H 2.23 -2.15 -0.85 -0.13
Na 6.48 0.87 -1.48 0.81
F -0.95 -1.86 -5.16 -0.76
C 9.86 2.63 -4.16 -0.14
O 8.90 1.67 -3.72 -0.14
H 10.07 3.29 -3.32 0.08
H 10.79 2.14 -4.46 0.08
H 9.46 3.22 -4.99 0.08
H 8.72 1.08 -4.46 0.07
F -0.43 1.95 3.96 0.07
C -0.87 2.18 5.20 -0.29
C -0.32 1.47 6.25 0.00
C -0.78 1.71 7.53 -0.08
C -1.78 2.64 7.76 -0.11
C -2.32 3.34 6.69 -0.10
C -1.87 3.11 5.40 -0.02
H 0.45 0.74 6.05 0.12
H -0.35 1.16 8.37 0.10
H -2.14 2.83 8.76 0.09
H -3.11 4.07 6.86 0.10
H -2.27 3.65 4.56 0.11



[4]
26
Properties=species:S:1:pos:R:3:lowdin_charge:R:1 method="wB97M-V/def2-TZVPD" e_tot_ha=-3260.9646 de_lowest_kj_mol=230.7 gap_ev=8.550 lumo_ev=0.15
C 1.38 1.19 -1.39 -0.27
C 0.15 1.43 -1.66 -0.68
C 1.88 0.68 -0.07 -0.20
C 1.80 -0.83 0.26 -0.13
C -0.24 -0.36 1.70 -0.13
C -0.67 -1.39 -0.71 -0.15
C -0.99 0.92 1.32 -0.27
C -1.89 -0.54 -0.51 -0.26
C 0.29 -1.29 0.51 -0.28
C -1.47 0.83 -0.09 -0.73
Br -2.78 2.10 -0.46 0.76
I -0.74 2.04 -3.39 0.84
H 2.32 1.28 -2.01 0.12
H 2.89 1.03 -0.09 0.10
H 1.29 1.17 0.57 0.03
H 2.12 -1.48 -0.57 0.11
H 2.41 -1.13 1.15 0.12
H 0.72 -0.17 2.42 0.17
H -0.96 -1.00 2.11 0.08
H -0.87 -2.54 -0.85 0.15
H 0.04 -1.13 -1.51 0.10
H -1.78 1.01 2.02 0.10
H -0.36 1.75 1.50 0.10
H -2.44 -0.68 -1.43 0.11
H -2.57 -0.70 0.34 0.13
H 0.50 -2.22 0.86 0.08



[5]
32
Properties=species:S:1:pos:R:3:lowdin_charge:R:1 method="wB97M-V/def2-TZVPD" e_tot_ha=-2405.6664 de_lowest_kj_mol=17.8 gap_ev=6.853 lumo_ev=-3.97 total_charge=+1
Sc 0.18 0.36 0.62 0.76
N -1.25 -1.22 1.63 -0.01
C -1.27 -2.22 0.53 -0.11
C -1.02 -1.54 -0.81 -0.59
O -0.71 -2.13 -1.80 0.14
O -1.09 -0.19 -0.71 -0.22
H -0.98 -1.66 2.50 0.11
H -2.19 -0.86 1.75 0.10
H -2.21 -2.77 0.45 0.14
H -0.47 -2.95 0.70 0.14
O 1.19 0.95 -2.72 0.20
C 1.04 0.98 -1.61 0.02
C 2.81 -1.60 -0.53 -0.04
C 2.74 -1.35 0.94 -0.36
C 3.56 -1.80 1.92 -0.03
C 3.09 -1.24 3.17 -0.03
C 2.02 -0.47 2.90 -0.37
C 1.18 0.36 3.81 -0.06
N 1.76 -0.51 1.51 -0.09
H 3.48 -2.43 -0.73 0.09
H 3.20 -0.74 -1.09 0.07
H 1.85 -1.88 -0.98 0.06
H 4.40 -2.46 1.77 0.11
H 3.53 -1.41 4.14 0.11
H 1.29 0.04 4.84 0.09
H 0.10 0.28 3.59 0.05
H 1.44 1.42 3.78 0.06
Cl 1.17 2.86 1.18 0.67
C -0.45 3.51 1.53 -0.81
Cl -1.62 2.16 1.47 0.67
H -0.71 4.22 0.75 0.06
H -0.45 3.93 2.52 0.06



[6]
39
Properties=species:S:1:pos:R:3:lowdin_charge:R:1 method="wB97M-V/def2-TZVPD" e_tot_ha=-2090.8729 gap_ev=10.502 lumo_ev=0.28
N -0.60 -2.48 2.81 0.14
C -0.69 -1.75 1.60 -0.39
C 0.69 -1.31 1.09 -0.22
C 1.80 -2.08 1.39 -0.01
C 3.02 -1.68 0.87 -0.05
C 3.04 -0.54 0.08 -0.06
C 1.87 0.17 -0.15 -0.09
N 0.70 -0.21 0.35 0.15
O -1.54 -0.56 1.82 -0.13
S -2.51 -0.18 0.65 0.62
O -2.02 0.94 -0.05 -0.21
O -3.86 -0.22 1.06 -0.19
O -2.24 -1.54 -0.22 -0.11
C -1.44 -2.48 0.43 -0.43
F -0.53 -2.92 -0.52 0.05
P -2.51 -3.98 0.80 0.50
O -3.83 -3.53 1.23 -0.21
O -1.76 -4.93 1.82 -0.09
O -2.47 -4.85 -0.54 -0.09
H -1.52 -2.84 3.06 0.09
H -0.34 -1.85 3.55 0.12
H 1.71 -2.97 2.00 0.11
H 3.92 -2.23 1.07 0.11
H 3.97 -0.19 -0.35 0.11
H 1.87 1.06 -0.77 0.11
H -1.37 -5.69 1.36 0.10
H -2.57 -4.26 -1.31 0.10
C 2.98 5.09 -2.19 -0.04
O 1.68 5.37 -1.67 0.00
C 0.77 4.42 -1.92 -0.62
O 0.98 3.40 -2.52 0.11
O -0.39 4.80 -1.39 0.01
C -1.47 3.89 -1.60 -0.02
H 3.60 5.94 -1.91 0.09
H 3.38 4.18 -1.74 0.09
H 2.95 4.99 -3.27 0.10
H -1.24 2.92 -1.17 0.07
H -1.69 3.78 -2.66 0.10
H -2.33 4.32 -1.09 0.10



[7]
27
Properties=species:S:1:pos:R:3:lowdin_charge:R:1 method="wB97M-V/def2-TZVPD" e_tot_ha=-619.2283 gap_ev=9.120 lumo_ev=0.62
C -3.63 0.36 -0.64 -0.08
C -2.29 0.78 -0.93 -0.01
C -3.66 -0.04 0.66 -0.15
C -1.55 0.42 0.18 -0.23
C 2.45 0.16 0.17 -0.41
C 2.93 0.22 1.61 -0.02
C 0.92 0.24 -1.92 -0.05
C 1.01 -1.73 -0.28 -0.02
C -0.07 0.67 0.42 -0.25
C 1.08 -0.18 -0.47 -0.38
N -2.42 0.07 1.14 0.03
O 3.39 0.31 -0.58 0.06
F 0.13 1.96 0.24 0.06
H -4.41 0.28 -1.25 0.05
H -2.08 0.99 -1.90 0.07
H -4.53 -0.37 1.37 0.15
H 2.68 1.25 1.79 0.07
H 4.02 0.11 1.85 0.11
H 2.33 -0.36 2.34 0.08
H 1.88 0.05 -2.59 0.13
H 0.11 -0.37 -2.28 0.07
H 0.61 1.27 -2.02 0.08
H 1.68 -2.20 -1.08 0.12
H 1.48 -2.07 0.72 0.11
H 0.02 -2.11 -0.27 0.06
H 0.08 0.40 1.55 0.16
H -2.18 -0.09 2.17 0.19



[8]
27
Properties=species:S:1:pos:R:3:lowdin_charge:R:1 method="wB97M-V/def2-TZVPD" e_tot_ha=-1139.9518 de_lowest_kj_mol=154.0 gap_ev=8.383 lumo_ev=0.24
C -1.17 1.79 -2.07 -0.12
C 0.24 1.45 -2.25 -0.29
C -2.16 0.90 -2.46 -0.19
C -0.43 -0.46 2.91 -0.17
C 0.58 0.76 2.85 -0.15
C 0.28 -1.64 2.17 -0.22
C 1.56 0.25 1.78 -0.21
C -1.21 -1.04 -3.57 -0.03
C 1.02 -0.97 1.03 -0.51
C 0.74 0.41 -1.59 -1.07
N -2.01 -0.10 -3.37 0.02
S -0.21 -0.60 -0.44 0.86
I 2.67 -0.26 -2.05 0.87
H -1.41 2.83 -1.71 0.12
H 0.81 2.14 -2.80 0.08
H -3.14 1.15 -2.24 0.08
H -0.74 -0.83 3.81 0.07
H -1.30 -0.30 2.30 0.09
H -0.04 1.59 2.57 0.09
H 0.97 0.95 3.85 0.11
H 0.98 -2.05 2.87 0.11
H -0.37 -2.40 1.97 0.08
H 1.78 1.16 1.12 0.13
H 2.40 -0.23 2.29 0.12
H -1.17 -1.57 -4.50 0.06
H -0.34 -1.35 -2.94 0.03
H 1.67 -1.59 0.45 0.03